Entry one
Density functional theory data (ωB97M-V/def2-TZVPD) for a cluster of 10 separate species, H20O10 in total.

Calculated values
E_HOMO: -9.94 eV

ORCA input file:
```
! wB97M-V def2-TZVPD RIJCOSX def2/J DEFGRID3
* xyz 0 1
O 0.99 1.58 -3.66
O -1.40 -1.49 2.48
O -2.72 0.54 1.12
O -3.06 0.16 -1.63
O 1.14 -0.22 3.22
O -1.61 -2.11 -0.59
O 0.42 -0.11 -0.03
O -0.56 2.05 2.46
O 3.78 1.28 -2.25
O 3.32 -0.80 -0.55
H -3.83 0.02 -2.20
H 1.93 1.68 -3.45
H 0.47 -0.70 2.70
H 2.98 -1.24 0.24
H -3.57 0.38 1.55
H 0.96 0.21 -0.76
H 4.34 0.80 -2.86
H -1.97 -1.00 1.87
H 0.18 1.43 2.56
H 3.66 0.69 -1.47
H -0.48 0.13 -0.28
H -2.71 1.02 -1.90
H -1.26 1.52 2.05
H -1.56 -2.42 2.28
H -2.91 0.52 0.17
H 0.86 0.62 -3.69
H 4.27 -0.75 -0.41
H 1.15 -0.68 4.06
H -0.88 -1.80 -0.03
H -1.96 -1.31 -1.01
*
```

---

Entry two
Density functional theory data (ωB97M-V/def2-TZVPD) for a cluster of 10 separate species, H20O10 in total.

Calculated values
E_HOMO: -10.32 eV

ORCA input file:
```
! wB97M-V def2-TZVPD RIJCOSX def2/J DEFGRID3
* xyz 0 1
O 2.11 -0.68 -1.01
O -0.75 -0.73 0.55
O 1.67 3.52 -1.20
O -1.31 3.23 2.22
O 4.91 -2.25 0.22
O 0.12 -2.39 -1.01
O -1.68 -2.41 2.07
O 2.78 1.71 0.38
O -3.43 1.84 -1.23
O -4.31 -1.75 -1.12
H 2.95 1.46 1.36
H -3.67 1.74 -0.33
H -0.63 2.71 2.50
H -0.30 -1.57 0.98
H 2.30 -0.42 -0.10
H -4.89 -0.96 -1.13
H 2.57 3.45 -1.65
H -3.35 1.05 -1.66
H 4.07 -1.75 0.13
H -4.46 -2.05 -0.25
H -2.55 -2.67 2.28
H 2.25 -1.58 -0.89
H 1.91 2.10 0.30
H -1.42 -1.58 2.62
H -0.02 -0.44 -0.01
H 1.16 4.08 -1.73
H -1.09 3.59 1.34
H -0.85 -2.32 -1.11
H 4.59 -3.11 0.34
H 0.50 -2.36 -1.86
*
```

---

Entry three
Density functional theory data (ωB97M-V/def2-TZVPD) for a structure of composition H20O10.

Calculated values
E_HOMO: -8.45 eV

ORCA input file:
```
! wB97M-V def2-TZVPD RIJCOSX def2/J DEFGRID3
* xyz 0 1
O -2.90 1.89 2.79
O -4.68 -0.28 -1.75
O 0.34 -2.08 -2.76
O -0.68 2.95 -0.66
O 3.36 3.21 3.21
O 0.10 0.50 0.24
O 1.98 -2.66 -2.38
O 2.51 -2.14 0.73
O 0.48 -3.05 4.87
O -0.96 2.08 -3.99
H -0.63 2.20 -4.88
H -4.17 0.48 -1.45
H 1.93 -1.90 0.00
H -2.12 2.44 2.76
H -4.71 -0.86 -0.98
H 2.75 2.46 3.14
H -0.42 -0.03 -0.37
H 2.72 -2.05 -2.48
H 4.12 2.86 3.67
H 0.24 -0.07 1.00
H -0.24 1.64 -3.53
H 0.94 -2.21 4.74
H -1.02 2.79 -1.55
H -0.20 -3.05 4.19
H 0.19 -1.61 -1.94
H 0.98 -1.53 -3.23
H -2.66 1.10 2.29
H 2.21 -3.40 -2.94
H 1.95 -2.63 1.34
H -1.46 2.93 -0.10
*
```

---

Most stable = entry one